(1)
{"formula": "C34H38FFeN7O4S2Si", "method": "wB97M-V/def2-TZVPD", "multiplicity": 6, "charge": 1, "lumo_energy_ev": [-2.0, -5.1], "molar_mass_da": 775.79, "total_energy_ev": -121146.815, "fmax_ev_per_a": 1.303, "symbols": ["Fe", "S", "S", "Si", "F", "O", "O", "O", "O", "N", "N", "N", "N", "N", "N", "N", "C", "C", "C", "C", "C", "C", "C", "C", "C", "C", "C", "C", "C", "C", "C", "C", "C", "C", "C", "C", "C", "C", "C", "C", "C", "C", "C", "C", "C", "C", "C", "C", "C", "C", "H", "H", "H", "H", "H", "H", "H", "H", "H", "H", "H", "H", "H", "H", "H", "H", "H", "H", "H", "H", "H", "H", "H", "H", "H", "H", "H", "H", "H", "H", "H", "H", "H", "H", "H", "H", "H", "H"], "coordinates": [[0.3349, 0.4554, 0.0974], [-0.3768, -2.0174, 0.3079], [-0.6409, 1.8099, -2.8741], [2.2080, 3.4140, 0.3472], [-2.8474, -1.7319, 5.6099], [-3.5511, 2.1105, 0.9236], [-0.1231, -2.4823, 5.3588], [-1.7040, 0.8975, 0.6078], [0.5103, 0.8706, 2.3653], [0.1389, -0.7761, 3.8781], [2.1493, 1.6859, 0.1582], [-1.8342, -3.2126, -1.5962], [-1.5107, 0.7752, 3.4135], [-2.6198, -1.2164, -0.8242], [2.5801, -0.5011, -0.1130], [-0.0936, 0.5633, -2.0646], [-1.6219, 1.1586, -4.2560], [0.7074, 2.4947, -3.8712], [-2.3683, 0.0520, 4.2096], [-1.9765, 1.9694, 2.7216], [-1.6879, -0.2013, -4.4951], [-3.0878, 1.5924, -6.0937], [-2.4889, 1.6548, 1.2886], [0.4068, 3.9414, 0.0736], [-0.9230, -4.2725, -1.8529], [-2.4483, -0.6637, -5.5596], [-3.1437, 0.2310, -6.3591], [-1.9810, -1.0548, 4.8592], [4.2024, 0.8056, 1.1335], [3.3333, -1.5751, 0.0276], [0.8341, 3.8736, -3.9236], [2.9953, 0.7009, 0.3979], [-0.6622, -4.5801, -3.1845], [4.5296, -1.5325, 0.7675], [1.6036, 1.6648, -4.5242], [-0.3362, -5.0142, -0.8372], [3.3469, 4.0296, -1.0317], [0.2070, -5.6096, -3.5014], [-2.3255, 2.0621, -5.0366], [2.7971, 3.6083, -5.2804], [0.8172, -6.3356, -2.4893], [0.5386, -6.0387, -1.1641], [-1.6876, -2.1569, -0.7739], [-0.6136, -1.5515, 4.7785], [2.7554, 3.9993, 2.0572], [2.9187, -2.8352, -0.6658], [4.9474, -0.3342, 1.3319], [2.6502, 2.2279, -5.2351], [-0.2488, 0.3225, 3.1708], [1.8900, 4.4308, -4.6304], [1.9028, -2.7542, -1.0403], [4.4923, 1.7595, 1.5479], [1.4908, -7.1443, -2.7363], [5.8582, -0.3039, 1.9137], [0.2836, 4.4947, -0.8566], [0.0485, 4.5793, 0.8809], [2.5004, 5.0508, 2.1877], [-0.2457, 3.0652, 0.0297], [0.1107, 4.5023, -3.4203], [0.4066, -5.8463, -4.5373], [-2.2745, 3.1216, -4.8198], [-1.1553, -0.8902, -3.8507], [2.2342, 3.4269, 2.8255], [-2.7803, 2.4280, 3.2908], [3.0862, 3.5715, -1.9867], [-2.6010, -3.1594, -2.2522], [-3.3828, -1.2623, -1.4808], [3.8275, 3.8983, 2.2251], [2.9828, -3.6893, 0.0071], [-2.5020, -1.7240, -5.7666], [5.1127, -2.4340, 0.8925], [3.3505, 1.5909, -5.7575], [-3.3830, 0.4146, 4.2919], [1.4913, 0.5882, -4.4861], [-1.1419, 2.6638, 2.6235], [4.3895, 3.7865, -0.8227], [1.0865, -1.0901, 3.7154], [2.0151, 5.5040, -4.6592], [3.6232, 4.0437, -5.8247], [3.2671, 5.1111, -1.1403], [-1.1420, -4.0069, -3.9690], [3.5908, -3.0163, -1.5074], [0.4856, -0.0690, -2.6087], [-0.5726, -4.8008, 0.1933], [-2.4833, -0.3550, -0.2787], [-3.6430, 2.2872, -6.7079], [-3.7356, -0.1335, -7.1869], [0.9908, -6.6226, -0.3742]], "forces_ev_per_angstrom": [[-0.90, -0.02, -0.26], [0.29, 0.20, 0.08], [0.22, -0.36, -0.66], [-0.20, 1.29, -0.03], [0.12, -0.01, 0.03], [-0.04, 0.01, -0.05], [-0.08, -0.08, 0.01], [0.79, -0.16, -0.61], [0.44, 0.03, -0.25], [0.08, 0.02, 0.00], [-0.35, -0.87, 0.24], [-0.22, -0.03, -0.11], [0.46, -0.06, -0.08], [-0.10, -0.12, -0.06], [-0.15, -0.24, 0.15], [0.24, -0.07, 0.81], [0.03, 0.16, 0.28], [-0.28, 0.09, 0.27], [-0.06, -0.37, 0.31], [-0.25, 0.09, -0.64], [0.12, -0.05, 0.13], [0.01, 0.03, 0.00], [0.06, 0.25, 0.62], [0.45, -0.16, 0.08], [0.17, -0.07, -0.09], [-0.04, 0.01, -0.05], [0.00, -0.03, 0.01], [-0.25, 0.19, -0.07], [-0.02, 0.08, -0.06], [-0.30, 0.04, -0.30], [-0.08, -0.05, 0.03], [0.20, 0.22, -0.03], [0.00, 0.08, 0.09], [0.16, 0.26, 0.15], [0.03, -0.07, 0.00], [-0.09, 0.01, 0.00], [-0.22, -0.24, 0.35], [0.01, -0.05, 0.00], [0.04, 0.04, 0.01], [-0.02, 0.07, 0.02], [0.01, -0.03, -0.05], [0.01, -0.01, 0.00], [-0.09, 0.26, 0.07], [0.02, 0.14, -0.12], [0.01, -0.37, -0.37], [-0.02, 0.02, 0.01], [0.12, -0.20, 0.01], [-0.02, -0.06, 0.02], [-0.35, -0.11, 0.03], [0.07, 0.01, -0.03], [-0.02, 0.00, 0.03], [0.04, 0.03, 0.00], [0.03, -0.01, 0.01], [0.02, 0.04, 0.01], [-0.01, 0.01, -0.08], [-0.01, 0.03, 0.05], [-0.03, 0.05, -0.05], [-0.09, 0.06, -0.02], [0.02, 0.04, 0.06], [-0.01, 0.00, -0.02], [-0.03, 0.05, -0.03], [-0.01, -0.02, 0.02], [-0.04, -0.01, 0.05], [0.06, -0.02, 0.07], [-0.07, -0.01, -0.03], [-0.02, -0.01, 0.07], [0.02, -0.02, -0.02], [0.05, 0.00, 0.01], [0.01, -0.05, -0.01], [0.02, -0.03, 0.00], [0.00, -0.03, -0.01], [0.02, -0.02, 0.01], [0.01, 0.04, -0.02], [-0.01, -0.03, -0.01], [-0.02, 0.00, 0.14], [0.05, 0.00, 0.05], [-0.04, 0.00, 0.01], [-0.04, 0.04, -0.03], [0.02, 0.01, -0.03], [-0.01, 0.07, 0.02], [0.01, 0.02, -0.03], [0.05, -0.04, 0.02], [-0.04, 0.02, -0.13], [0.00, 0.01, 0.04], [0.05, 0.00, -0.04], [0.00, 0.03, -0.01], [-0.02, 0.00, -0.01], [0.01, 0.00, 0.03]]}

***

(2)
{"formula": "C34H38GeKN2O", "method": "wB97M-V/def2-TZVPD", "multiplicity": 1, "charge": 1, "lumo_energy_ev": -2.5, "molar_mass_da": 602.40, "relative_energy_ev": 0.6918, "total_energy_ev": -113740.763, "fmax_ev_per_a": 1.217, "symbols": ["Ge", "K", "O", "N", "N", "C", "C", "C", "C", "C", "C", "C", "C", "C", "C", "C", "C", "C", "C", "C", "C", "C", "C", "C", "C", "C", "C", "C", "C", "C", "C", "C", "C", "C", "C", "C", "C", "C", "C", "H", "H", "H", "H", "H", "H", "H", "H", "H", "H", "H", "H", "H", "H", "H", "H", "H", "H", "H", "H", "H", "H", "H", "H", "H", "H", "H", "H", "H", "H", "H", "H", "H", "H", "H", "H", "H", "H"], "coordinates": [[2.0497, 1.8430, 1.6024], [-0.4870, 0.2788, 0.1469], [1.7017, 0.1655, 0.9919], [-1.0661, 2.7435, -0.9748], [-0.5092, 0.5616, -2.4649], [-1.1370, -1.4490, 2.8855], [4.9969, 2.1289, 1.6258], [-1.3043, -2.9299, 0.9673], [2.4345, 1.3926, 4.4924], [-0.0475, 1.9147, -4.3734], [-0.0934, 5.2610, -1.6024], [0.1578, 4.1815, -2.4336], [-3.9112, -0.1821, 0.6030], [-1.3150, 3.7918, -0.1956], [1.6034, 1.9050, 3.4977], [0.4309, 2.5611, 3.8672], [-0.8640, 5.0733, -0.4671], [0.0869, 2.6926, 5.2044], [-2.3314, -2.1323, 0.4634], [2.6744, -0.5820, 0.2549], [-0.7160, -2.5716, 2.1737], [-0.5687, -0.4967, -3.2685], [-0.3665, 2.9346, -2.0990], [3.7981, 2.4742, 1.0063], [0.9217, 2.1810, 6.1871], [6.1970, 3.5891, 0.1408], [5.0085, 3.9349, -0.4855], [-0.2720, 1.7600, -3.0072], [6.1916, 2.6828, 1.1919], [2.0948, 1.5294, 5.8291], [-0.8647, -4.1620, 0.2232], [-0.4992, -1.1111, 4.2046], [2.5718, -0.2815, -1.2368], [-0.3869, -0.4320, -4.6399], [-2.1680, -0.6773, 2.3600], [-0.1069, 0.8040, -5.1981], [2.4461, -2.0596, 0.5304], [-2.7792, -1.0107, 1.1514], [3.8128, 3.3822, -0.0516], [3.6817, -0.3090, 0.5895], [7.1311, 4.0293, -0.1829], [2.7005, 0.7876, -1.4246], [-4.6373, -0.8159, 0.0959], [-0.6808, -1.9075, 4.9281], [-0.2169, 2.9728, 3.0993], [5.0079, 4.6375, -1.3090], [1.4642, -2.3585, 0.1562], [-4.4237, 0.3523, 1.4017], [0.0505, 0.9069, -6.2634], [-0.1917, -4.7675, 0.8278], [-0.8306, 3.1990, 5.4770], [-3.5466, 0.5537, -0.1217], [2.4865, -2.2571, 1.6016], [-2.8260, -2.4243, -0.4584], [-1.9028, 3.5950, 0.6961], [3.2089, -2.6572, 0.0310], [-0.3465, -3.8975, -0.7016], [0.9691, 2.6600, 0.8645], [2.8816, 3.6544, -0.5383], [-0.7622, -1.4506, -2.7852], [-2.5373, 0.1706, 2.9291], [0.6640, 2.2908, 7.2320], [0.5809, -1.0024, 4.0926], [7.1212, 2.4124, 1.6758], [0.7572, 4.3137, -3.3227], [5.0031, 1.4190, 2.4451], [-1.7253, -4.7739, -0.0483], [1.5968, -0.5873, -1.6233], [3.3503, -0.8235, -1.7739], [0.1366, 2.8914, -4.7956], [3.3419, 0.8640, 4.2226], [-0.4666, -1.3223, -5.2475], [2.7458, 1.1346, 6.5985], [0.0691, -3.1935, 2.5903], [-1.1036, 5.8987, 0.1884], [-0.8938, -0.1814, 4.6130], [0.3046, 6.2367, -1.8487]], "forces_ev_per_angstrom": [[0.23, 0.15, 0.05], [-0.93, -0.01, -0.21], [1.11, 0.05, 0.49], [-0.13, 0.14, -0.05], [-0.09, 0.00, -0.43], [0.03, 0.04, 0.01], [-0.02, -0.07, -0.01], [0.05, -0.01, 0.02], [-0.04, -0.11, -0.06], [-0.01, 0.00, 0.08], [0.04, -0.03, -0.03], [0.02, -0.07, 0.07], [0.08, -0.01, 0.02], [0.07, 0.05, 0.04], [0.19, 0.05, -0.32], [0.04, -0.07, -0.10], [0.02, 0.04, -0.04], [-0.09, 0.03, 0.06], [-0.10, -0.04, 0.01], [0.26, -0.21, -0.15], [-0.02, 0.03, -0.02], [0.08, -0.02, -0.01], [-0.11, 0.20, 0.11], [-0.44, -0.10, 0.20], [0.00, -0.01, -0.06], [-0.01, 0.02, 0.00], [-0.01, 0.03, -0.06], [-0.03, -0.15, -0.25], [0.05, -0.03, 0.03], [0.03, -0.03, 0.06], [-0.03, 0.04, 0.02], [-0.02, 0.00, -0.03], [0.03, 0.09, 0.27], [0.00, 0.01, -0.02], [-0.13, -0.09, 0.15], [0.02, -0.02, 0.03], [0.04, 0.21, 0.05], [-0.34, -0.21, 0.15], [0.00, -0.09, 0.01], [-0.03, 0.01, 0.03], [-0.01, -0.01, -0.03], [0.01, -0.02, -0.04], [-0.01, 0.04, -0.04], [0.01, 0.01, 0.01], [-0.02, 0.04, 0.05], [0.03, 0.01, 0.01], [0.00, -0.07, 0.03], [0.00, 0.04, -0.03], [-0.01, 0.00, 0.00], [0.02, 0.00, -0.02], [0.02, 0.00, 0.02], [-0.07, 0.02, -0.01], [-0.01, -0.04, -0.01], [0.01, 0.02, -0.01], [0.00, 0.01, -0.02], [-0.02, -0.03, -0.01], [0.01, -0.03, 0.00], [0.02, 0.06, 0.03], [0.03, 0.06, -0.01], [-0.02, 0.00, -0.03], [0.02, 0.03, -0.03], [-0.02, 0.00, 0.00], [0.00, 0.01, 0.02], [-0.01, 0.00, 0.00], [-0.01, -0.02, -0.02], [0.04, 0.05, 0.03], [0.02, -0.01, -0.01], [0.11, -0.03, -0.03], [-0.04, 0.02, -0.07], [-0.02, 0.01, 0.00], [0.03, 0.05, 0.06], [0.02, 0.00, 0.01], [0.00, -0.01, -0.02], [0.01, 0.01, -0.03], [-0.01, -0.04, 0.03], [0.02, 0.00, 0.00], [-0.02, 0.01, 0.02]]}

***

(3)
{"formula": "C34H38N2O4Si2Zr", "method": "wB97M-V/def2-TZVPD", "multiplicity": 1, "lumo_energy_ev": -1.3, "molar_mass_da": 686.08, "relative_energy_ev": 0.0000, "total_energy_ev": -64079.435, "fmax_ev_per_a": 3.018, "symbols": ["Zr", "Si", "Si", "O", "O", "O", "O", "N", "N", "C", "C", "C", "C", "C", "C", "C", "C", "C", "C", "C", "C", "C", "C", "C", "C", "C", "C", "C", "C", "C", "C", "C", "C", "C", "C", "C", "C", "C", "C", "C", "C", "C", "C", "H", "H", "H", "H", "H", "H", "H", "H", "H", "H", "H", "H", "H", "H", "H", "H", "H", "H", "H", "H", "H", "H", "H", "H", "H", "H", "H", "H", "H", "H", "H", "H", "H", "H", "H", "H", "H", "H"], "coordinates": [[0.3151, -0.6158, -0.1797], [-2.5762, 1.0393, 0.3092], [2.9910, -1.2412, 0.1750], [0.0853, -4.0621, -2.2727], [0.0791, -1.8360, -1.7850], [-0.5272, -6.7071, 3.3008], [0.1754, -7.4991, 1.1848], [0.2312, 1.8723, -0.4578], [0.2019, -2.5341, 0.9999], [-4.5579, -1.9364, -1.6553], [-1.4572, -0.3001, 1.0592], [2.0350, 4.1783, -0.9422], [5.2649, 0.5137, -2.8195], [0.0548, -4.1798, 2.6712], [-5.8114, 3.1396, 3.0021], [3.4927, -2.8696, -0.5500], [-5.2469, 1.7917, 1.0784], [4.2623, -0.1879, -0.7206], [0.0403, -3.1718, -1.4564], [-0.0047, -5.2264, 1.6922], [-0.0430, -3.4630, 0.0290], [6.2692, 1.1878, -2.1420], [3.5235, -1.0692, 1.9566], [5.1998, 0.6102, -0.0365], [-1.2733, 2.1954, -0.4951], [-4.6147, -0.0402, -3.1148], [-0.1161, -4.8179, 0.3888], [-4.4521, 3.2077, 3.3084], [0.0534, -2.8459, 2.2792], [-4.7849, -1.4050, -2.9410], [0.9272, 2.4932, 0.7136], [-3.9815, -1.1367, -0.6725], [0.8577, 2.1155, -1.7545], [-0.0387, -6.6626, 2.1385], [-3.8564, 1.8148, 1.4182], [-3.4793, 2.5858, 2.5676], [-6.2094, 2.3399, 1.9185], [-4.1044, 0.7820, -2.0978], [4.2778, -0.1867, -2.1262], [1.3446, 3.9613, 0.4629], [-3.6296, 0.1755, -0.9362], [2.1782, 2.8715, -1.7489], [6.1894, 1.2572, -0.7255], [7.0904, 1.6116, -2.7095], [0.2127, 2.4928, 1.5888], [1.8317, 1.8451, 0.8566], [-0.0170, -2.0462, 2.9923], [3.0655, 2.2570, -1.4321], [2.3748, 3.1203, -2.7952], [4.6188, -1.1446, 1.9901], [0.1439, 2.5687, -2.4289], [2.1431, 4.1885, 1.1950], [3.1106, -1.8213, 2.6487], [5.3256, 0.4155, -3.8910], [1.0655, 1.1408, -2.1892], [-4.6711, -2.9942, -1.4176], [-7.2622, 2.1050, 1.7828], [-1.4323, 3.2389, -0.1190], [-4.9155, 0.3781, -4.0774], [-6.4615, 3.7222, 3.5893], [-2.4530, 2.6200, 2.8737], [2.9171, -3.6870, -0.0018], [-1.9932, -1.3244, 1.1696], [-5.5683, 1.2339, 0.1218], [6.9002, 1.8684, -0.2066], [1.5054, 4.9634, -1.5445], [-1.2933, -0.0984, 2.1228], [5.3196, 0.5029, 1.0527], [4.6057, -3.0301, -0.4053], [-1.4958, 2.2818, -1.5506], [-4.0001, 1.8422, -2.2989], [-4.0549, 3.8080, 4.1105], [3.1977, -2.9568, -1.5861], [-0.4171, -5.5779, -0.3405], [0.4288, 4.5877, 0.6090], [3.5291, -0.7417, -2.6490], [0.1161, -4.4314, 3.7670], [-3.9086, -1.5135, 0.3324], [3.0288, 4.5600, -0.6925], [-5.0693, -2.0620, -3.7877], [3.1974, -0.0610, 2.2960]], "forces_ev_per_angstrom": [[0.00, 0.15, -1.23], [0.34, -1.19, 0.70], [0.39, 0.53, 0.22], [-0.16, 1.36, 0.90], [0.01, -0.26, 1.31], [1.04, -1.08, -0.91], [-0.11, 1.44, 2.64], [-1.93, -0.98, 1.50], [-1.02, 0.95, -2.67], [0.47, -0.07, -0.40], [-1.48, -0.95, 0.94], [-0.29, 0.21, 0.37], [0.23, -0.61, 0.03], [0.06, -0.42, 0.57], [1.40, -1.05, -0.97], [-0.27, -1.83, 1.39], [0.76, -1.41, -0.94], [-0.36, 0.98, -0.36], [0.04, -0.12, -0.90], [0.83, 2.27, 1.72], [1.18, -1.93, 1.11], [-0.63, -0.05, 0.98], [-0.22, 0.02, 0.62], [0.03, -1.27, 0.32], [0.47, 1.47, 0.13], [-0.50, 0.40, -0.35], [-1.22, 0.19, -1.33], [0.27, 0.71, 0.16], [0.67, -1.66, 0.41], [0.15, -0.74, 0.55], [0.04, 0.02, -0.17], [-0.72, -0.45, -0.63], [0.91, -0.57, -0.42], [-1.60, -1.40, -1.36], [-0.47, 1.75, 0.62], [-1.10, -1.68, -1.69], [0.06, 0.44, 0.62], [0.37, -1.11, -0.99], [0.58, 0.79, 0.98], [0.07, -0.29, -0.40], [-0.03, 0.90, -0.32], [0.38, 0.41, 0.23], [0.54, 0.66, -1.75], [-0.07, 0.20, 0.26], [0.97, -0.50, -0.82], [-0.63, 0.64, 0.44], [0.31, 0.30, 0.16], [-1.02, 0.42, 0.03], [0.11, -0.03, 0.07], [-0.26, 0.06, 0.23], [-0.06, 0.40, -0.10], [-0.92, 0.14, 0.05], [0.06, 0.28, -0.27], [-0.09, 0.12, -0.25], [0.10, -0.49, -0.51], [-0.35, 0.23, -0.27], [0.13, 0.38, -0.33], [0.26, -0.60, -0.16], [0.19, 0.09, 0.28], [-1.05, 0.25, 0.60], [0.44, 0.13, 0.14], [0.88, 0.67, -0.65], [0.64, 1.67, -0.54], [0.46, 0.90, 1.83], [0.45, 0.02, 0.30], [0.38, -0.75, 0.55], [0.32, 0.38, 0.19], [-0.42, 0.53, -0.54], [-1.30, 0.13, -0.28], [-0.39, -0.10, -0.27], [0.17, 0.01, 0.09], [-0.48, 0.24, 0.42], [0.20, -0.04, -0.39], [0.67, 0.35, 0.06], [1.02, -0.20, -0.09], [-0.31, -0.33, -0.44], [-0.36, 0.12, -1.45], [0.47, -0.35, 0.12], [-0.10, 0.11, -0.47], [0.04, 0.59, 0.73], [0.40, -0.53, 0.05]]}